Record 1
Density functional theory data (ωB97M-V/def2-TZVPD) for 11 unconnected molecules or ions with the total composition C37H75O30 at a distorted geometry.

```
142
Properties=species:S:1:pos:R:3:forces:R:3
C -0.473 -1.982 4.353 0.6 -0.2 -0.8
C 0.686 -2.821 3.688 -2.2 -0.2 -0.6
C -0.005 -3.569 2.477 1.1 0.4 0.5
C 1.058 -4.148 1.491 -1.2 0.9 0.1
C 2.016 -3.117 0.781 0.8 -0.5 0.2
C 3.404 -2.961 1.505 -0.5 0.7 -1.1
C 1.380 -1.733 0.481 0.0 -0.8 -0.7
H -0.266 -1.705 5.402 -0.2 0.1 -0.4
H -0.590 -1.090 3.700 0.0 -0.2 0.7
H -1.423 -2.543 4.236 0.5 0.1 0.4
H 1.054 -3.581 4.405 0.4 0.5 -0.2
H 1.453 -2.078 3.371 0.1 -0.4 0.5
H -0.620 -2.767 1.987 0.3 -0.6 -0.1
H 1.639 -4.930 2.025 0.0 0.3 -0.4
H 0.487 -4.649 0.675 0.4 0.1 0.4
H 2.277 -3.561 -0.213 -0.1 0.3 0.4
H 3.319 -2.450 2.476 0.0 -0.5 -0.2
H 4.006 -2.285 0.853 0.0 -0.4 0.4
H 3.915 -3.935 1.557 -0.2 0.4 0.3
H 1.910 -1.320 -0.406 -0.1 0.2 0.7
H 1.403 -1.050 1.345 0.0 -0.2 -0.3
H 0.333 -1.891 0.153 0.4 0.2 0.4
C -3.911 -4.718 9.491 -0.2 0.1 0.3
O -2.586 -4.944 9.019 0.0 0.0 0.3
C -2.503 -5.122 7.694 0.5 0.0 -0.2
O -3.423 -5.106 6.927 -0.3 0.0 0.0
O -1.224 -5.322 7.389 0.0 0.0 0.2
C -0.968 -5.525 5.989 0.1 0.1 -0.5
H -3.853 -4.589 10.571 0.2 0.0 0.0
H -4.328 -3.812 9.052 0.0 -0.1 -0.1
H -4.548 -5.576 9.277 0.0 0.1 -0.1
H -1.259 -4.649 5.411 -0.1 -0.1 -0.1
H -1.485 -6.413 5.626 -0.1 0.1 0.0
H 0.102 -5.676 5.870 0.0 0.1 0.2
C -0.123 0.622 -2.497 -0.4 0.1 0.3
O 1.209 0.383 -2.953 0.0 0.1 0.0
C 1.314 0.217 -4.268 0.3 0.0 0.4
O 0.411 0.253 -5.061 -0.3 0.0 -0.3
O 2.596 0.005 -4.558 0.1 0.0 0.0
C 2.845 -0.182 -5.950 0.2 0.0 -0.4
H -0.087 0.741 -1.416 0.3 -0.1 0.0
H -0.521 1.539 -2.933 0.0 -0.1 -0.1
H -0.768 -0.225 -2.730 0.0 0.1 -0.1
H 2.564 0.707 -6.515 -0.1 -0.1 0.0
H 2.313 -1.057 -6.322 -0.1 0.1 0.0
H 3.913 -0.347 -6.073 0.0 0.0 0.2
C -0.216 5.564 2.251 -0.2 0.0 0.3
O 0.908 5.728 1.391 0.0 -0.1 -0.1
C 1.066 4.761 0.484 0.3 0.1 0.0
O 0.373 3.789 0.329 0.1 0.2 0.2
O 2.145 5.054 -0.236 0.0 0.1 0.0
C 2.430 4.086 -1.246 0.2 -0.3 -0.4
H -0.224 6.410 2.935 0.2 0.0 -0.1
H -1.139 5.572 1.678 0.0 -0.1 0.0
H -0.129 4.645 2.830 -0.1 0.0 -0.1
H 1.608 4.020 -1.958 0.0 -0.1 0.1
H 2.627 3.112 -0.799 -0.2 0.0 0.0
H 3.323 4.411 -1.775 0.0 0.2 0.2
C 0.580 -2.708 -8.106 -0.3 0.1 0.3
O 1.909 -2.948 -8.572 0.0 0.0 0.0
C 2.004 -3.104 -9.891 0.2 0.0 0.3
O 1.097 -3.060 -10.674 -0.2 0.0 -0.2
O 3.286 -3.318 -10.189 0.1 0.0 0.0
C 3.534 -3.504 -11.580 0.2 -0.1 -0.3
H 0.627 -2.596 -7.025 0.2 0.0 -0.1
H 0.183 -1.788 -8.532 0.0 -0.1 -0.1
H -0.070 -3.550 -8.341 0.0 0.1 -0.1
H 3.251 -2.615 -12.144 -0.1 -0.1 0.0
H 3.001 -4.378 -11.953 -0.1 0.1 0.0
H 4.603 -3.668 -11.699 0.0 0.0 0.2
C -2.460 3.200 0.813 0.2 0.0 -0.2
O -3.682 3.204 0.064 -0.1 0.0 0.0
C -4.761 2.871 0.772 0.1 0.2 -0.4
O -4.781 2.580 1.936 0.0 0.0 0.3
O -5.818 2.924 -0.039 0.0 0.0 -0.1
C -7.051 2.588 0.594 -0.4 -0.2 0.1
H -1.657 3.481 0.138 -0.4 -0.1 -0.1
H -2.507 3.925 1.622 -0.1 -0.1 0.1
H -2.251 2.207 1.204 -0.1 0.1 0.1
H -7.271 3.284 1.403 0.1 -0.1 0.1
H -7.024 1.563 0.966 0.1 0.1 0.1
H -7.832 2.666 -0.158 0.2 0.0 -0.1
C -3.666 -0.112 0.589 0.1 0.3 0.1
O -3.756 -1.508 0.320 -0.1 0.0 -0.1
C -4.997 -1.935 0.117 0.5 -0.1 0.1
O -5.993 -1.260 0.143 -0.3 0.1 0.0
O -4.947 -3.245 -0.122 -0.1 -0.1 -0.1
C -6.218 -3.840 -0.357 -0.2 -0.2 0.0
H -2.616 0.124 0.739 0.1 -0.3 0.0
H -4.038 0.466 -0.259 -0.1 0.0 0.0
H -4.213 0.141 1.496 -0.1 0.0 -0.1
H -6.691 -3.405 -1.238 -0.1 0.1 0.1
H -6.862 -3.732 0.516 0.0 0.1 -0.1
H -6.048 -4.900 -0.537 0.2 0.1 0.0
C 2.253 5.916 -8.413 0.3 0.3 -0.1
O 0.917 5.429 -8.296 0.0 0.1 0.0
C 0.827 4.216 -7.747 -0.4 0.1 -0.1
O 1.748 3.546 -7.367 0.3 -0.1 0.1
O -0.460 3.881 -7.697 0.0 0.1 -0.1
C -0.702 2.592 -7.125 -0.2 -0.3 0.2
H 2.203 6.902 -8.869 -0.2 -0.1 0.0
H 2.716 6.010 -7.431 0.0 -0.2 0.0
H 2.846 5.265 -9.055 0.0 -0.1 0.1
H -0.354 2.555 -6.094 0.1 -0.1 -0.1
H -0.222 1.813 -7.716 0.1 0.0 0.1
H -1.776 2.426 -7.136 0.0 0.2 -0.1
C -2.932 -4.499 16.045 -0.2 0.1 0.2
O -1.612 -4.723 15.556 0.0 0.0 0.1
C -1.547 -4.901 14.234 0.4 0.0 0.1
O -2.475 -4.887 13.476 -0.4 0.0 -0.2
O -0.273 -5.099 13.905 0.0 0.0 0.1
C -0.061 -5.304 12.505 0.2 -0.1 -0.4
H -2.859 -4.369 17.122 0.2 0.0 -0.1
H -3.355 -3.594 15.610 0.0 -0.1 -0.1
H -3.570 -5.358 15.838 0.0 0.1 -0.1
H -0.375 -4.430 11.935 -0.1 -0.1 0.0
H -0.589 -6.193 12.162 -0.1 0.1 0.0
H 1.006 -5.452 12.359 0.0 0.0 0.2
C 5.019 0.666 6.891 0.2 0.2 -0.1
O 3.678 0.189 6.907 0.0 0.1 0.0
C 3.509 -0.931 7.612 -0.4 0.0 -0.2
O 4.369 -1.527 8.203 0.3 -0.1 0.2
O 2.225 -1.268 7.545 0.0 0.1 0.0
C 1.893 -2.459 8.256 -0.3 -0.3 0.1
H 5.032 1.573 6.292 -0.2 -0.1 0.0
H 5.356 0.906 7.900 0.0 -0.1 0.0
H 5.683 -0.067 6.431 0.0 0.0 0.1
H 2.102 -2.344 9.320 0.1 0.0 -0.1
H 2.432 -3.313 7.849 0.1 0.1 0.1
H 0.826 -2.626 8.124 0.0 0.2 -0.2
C 4.283 10.732 -12.575 0.2 0.3 0.1
O 3.279 10.100 -13.367 0.0 0.1 -0.1
C 2.852 8.938 -12.872 -0.2 0.1 -0.3
O 3.235 8.418 -11.862 0.1 -0.1 0.3
O 1.924 8.455 -13.698 0.0 0.0 -0.1
C 1.376 7.203 -13.285 -0.2 -0.3 0.0
H 4.550 11.661 -13.073 -0.2 -0.1 -0.1
H 3.900 10.964 -11.581 0.1 -0.1 0.0
H 5.171 10.104 -12.505 -0.1 0.0 0.1
H 0.880 7.299 -12.320 0.1 0.0 0.0
H 2.151 6.438 -13.243 0.0 0.1 0.1
H 0.638 6.913 -14.030 0.1 0.2 -0.1
```
Positions in Å, forces in eV/Å.

LUMO energy: 1.54 eV
Charge: -1
Spin multiplicity: 1
Frontier orbital gap: 2.72 eV



Record 2
Density functional theory data (ωB97M-V/def2-TZVPD) for 8 unconnected molecules or ions with the total composition C37H76N5O15S7 at a distorted geometry.

```
140
Properties=species:S:1:pos:R:3:forces:R:3
C -3.965 3.239 2.412 1.6 -0.1 0.0
C -3.010 2.844 1.104 -1.0 1.8 -4.0
N -3.261 3.524 -0.086 1.2 -3.0 5.0
C -1.837 1.700 1.108 0.1 0.3 -0.6
C -0.568 2.003 2.100 -0.2 -1.0 1.5
C -0.254 0.471 2.690 1.2 0.2 -1.2
C 1.156 0.375 3.518 0.4 -0.9 0.2
O 1.873 -0.844 3.018 1.3 1.8 0.3
C 1.011 0.183 5.137 0.8 1.2 0.9
N -0.361 0.467 5.704 0.4 -0.4 0.6
C -0.692 3.110 3.301 -1.2 1.0 0.5
N 0.710 3.636 3.537 -1.0 0.4 -3.4
C 1.279 3.747 2.137 -1.9 -3.7 2.4
N 2.220 4.690 1.806 -0.2 -1.3 0.2
N 0.625 2.629 1.352 1.6 1.9 2.3
H -5.106 3.284 2.157 2.4 -0.2 0.3
H -3.741 2.475 3.299 -0.7 1.6 -2.0
H -3.590 4.317 2.761 -1.0 -2.3 -0.7
H -2.634 3.186 -0.849 -0.3 0.1 0.9
H -2.241 0.601 1.338 0.6 2.7 -0.2
H -1.380 1.624 0.008 -1.2 0.4 2.4
H -1.191 0.035 3.238 2.0 1.2 -0.7
H -0.111 -0.198 1.711 -0.2 1.4 2.1
H 1.899 1.275 3.276 -1.9 -1.7 0.5
H 2.878 -0.680 3.100 -2.5 -0.4 0.1
H 1.766 0.940 5.667 -1.4 -1.9 -1.4
H 1.310 -0.912 5.461 -0.6 2.3 -1.1
H -0.512 1.480 5.905 0.4 -1.3 -0.1
H -0.455 -0.049 6.624 0.2 1.0 -1.5
H -1.254 2.791 4.291 1.6 0.1 -2.1
H -1.272 4.111 3.024 1.0 -2.4 0.0
H 1.280 3.140 4.257 -0.1 0.9 -1.1
H 1.932 5.674 1.605 0.4 -1.4 0.7
H 3.242 4.412 1.724 -1.7 0.4 -0.8
H 1.311 1.936 0.959 -0.8 1.3 -0.3
C 1.297 -0.319 -3.754 0.1 -0.2 -0.3
C 1.572 1.123 -4.177 0.4 0.1 0.1
C 0.221 1.818 -4.343 0.3 0.4 -0.4
S -0.909 0.984 -3.238 0.1 -0.3 -0.7
O -1.916 0.312 -4.031 0.0 0.4 0.6
O -1.247 1.872 -2.144 -0.4 0.0 0.1
C 0.253 -0.233 -2.651 0.3 -0.4 0.2
H 2.206 -0.821 -3.409 -0.1 0.1 0.0
H 0.899 -0.885 -4.605 0.0 0.1 0.1
H 2.152 1.628 -3.396 -0.1 -0.1 -0.1
H 2.156 1.170 -5.102 -0.2 0.0 0.1
H 0.277 2.876 -4.075 -0.2 -0.2 0.0
H -0.161 1.711 -5.362 -0.1 -0.1 0.2
H -0.258 -1.180 -2.469 -0.1 0.2 0.0
H 0.691 0.143 -1.722 -0.1 0.0 -0.1
C -5.028 3.839 -3.698 0.2 -0.1 0.1
C -5.791 4.415 -2.505 0.1 -0.1 0.4
C -6.495 5.684 -2.981 0.0 0.2 0.7
S -6.796 5.464 -4.728 -0.4 0.0 -0.3
O -6.009 6.436 -5.458 -0.4 -0.2 0.1
O -8.219 5.294 -4.950 0.6 0.3 -0.1
C -6.001 3.875 -4.866 0.3 -0.5 -0.1
H -4.673 2.823 -3.501 0.0 0.1 0.0
H -4.155 4.467 -3.916 -0.1 -0.1 0.0
H -6.536 3.686 -2.163 0.1 0.1 -0.1
H -5.125 4.625 -1.662 -0.1 -0.1 -0.1
H -7.447 5.834 -2.465 0.1 0.1 -0.3
H -5.860 6.565 -2.855 -0.1 -0.1 -0.2
H -5.510 3.786 -5.837 -0.2 0.1 0.0
H -6.771 3.105 -4.761 0.0 0.2 0.0
C 6.964 1.946 -1.273 0.1 -0.2 -0.3
C 7.238 3.388 -1.696 0.4 0.0 0.1
C 5.888 4.082 -1.862 0.3 0.5 -0.4
S 4.758 3.248 -0.757 0.5 -0.4 -0.5
O 3.750 2.576 -1.550 -0.1 0.3 0.6
O 4.419 4.136 0.337 -0.2 -0.1 0.0
C 5.919 2.031 -0.170 0.3 -0.4 0.3
H 7.873 1.444 -0.928 -0.2 0.1 0.0
H 6.566 1.380 -2.124 0.0 0.0 0.2
H 7.819 3.893 -0.915 -0.1 -0.1 -0.1
H 7.822 3.434 -2.620 -0.1 0.0 0.2
H 5.944 5.140 -1.594 -0.2 -0.2 0.0
H 5.506 3.976 -2.881 -0.1 0.0 0.2
H 5.408 1.084 0.012 -0.1 0.2 0.0
H 6.358 2.407 0.759 -0.1 0.0 -0.1
C 4.293 -1.518 9.530 -0.1 0.0 0.3
C 3.644 -2.663 8.754 0.1 -0.4 0.1
C 2.718 -2.042 7.709 -0.3 -0.4 -0.1
S 3.406 -0.439 7.321 0.5 -0.4 0.3
O 2.480 0.580 7.766 0.2 0.1 -0.3
O 3.944 -0.465 5.975 -0.2 0.5 -0.1
C 4.757 -0.519 8.480 0.4 0.1 0.4
H 5.125 -1.867 10.148 -0.1 0.1 -0.1
H 3.552 -1.052 10.190 0.1 -0.1 -0.1
H 4.423 -3.251 8.253 -0.1 0.1 0.0
H 3.095 -3.340 9.415 0.1 0.2 -0.2
H 2.673 -2.647 6.801 0.0 0.2 0.0
H 1.711 -1.891 8.107 0.3 0.1 -0.1
H 4.958 0.473 8.890 -0.1 0.0 -0.2
H 5.636 -0.890 7.945 -0.2 0.1 0.0
C -2.674 -2.044 -9.249 0.0 -0.2 0.2
C -3.699 -1.057 -8.693 -0.3 0.0 -0.3
C -3.067 -0.374 -7.481 -0.7 0.1 0.3
S -1.303 -0.390 -7.761 -0.2 0.0 -0.7
O -0.685 -1.234 -6.761 0.3 0.3 0.2
O -0.849 0.962 -8.023 0.3 -0.2 0.6
C -1.356 -1.286 -9.301 0.1 -0.1 -0.5
H -2.962 -2.417 -10.236 0.1 0.0 0.2
H -2.586 -2.904 -8.574 -0.1 0.3 -0.3
H -3.934 -0.307 -9.458 0.0 -0.1 0.1
H -4.635 -1.555 -8.422 0.1 0.1 0.0
H -3.409 0.659 -7.378 0.2 -0.1 0.1
H -3.269 -0.927 -6.560 0.2 0.1 -0.1
H -0.486 -1.940 -9.383 -0.1 0.3 0.1
H -1.355 -0.554 -10.114 0.0 0.0 0.2
C -1.213 -5.941 8.326 -0.1 -0.3 0.0
C -2.238 -4.954 8.882 -0.3 0.0 -0.2
C -1.606 -4.271 10.094 -0.7 0.1 0.2
S 0.158 -4.287 9.814 0.0 -0.3 0.2
O 0.776 -5.131 10.814 0.0 0.6 -0.4
O 0.611 -2.935 9.552 0.0 -0.3 0.4
C 0.105 -5.183 8.274 0.1 -0.3 -0.5
H -1.502 -6.314 7.339 0.1 0.0 0.2
H -1.125 -6.801 9.001 0.0 0.1 -0.1
H -2.473 -4.204 8.117 0.0 -0.1 0.1
H -3.174 -5.452 9.153 0.2 0.1 0.0
H -1.948 -3.238 10.197 0.2 -0.1 0.1
H -1.808 -4.824 11.015 0.2 0.1 -0.1
H 0.974 -5.837 8.192 0.0 0.2 0.1
H 0.106 -4.451 7.461 0.0 0.0 0.1
C 0.874 -6.471 -6.903 0.3 0.0 0.1
C 0.111 -5.896 -5.711 0.0 -0.2 0.3
C -0.594 -4.626 -6.187 0.1 0.2 0.7
S -0.895 -4.847 -7.934 -0.1 -0.3 0.1
O -0.107 -3.875 -8.663 -0.3 -0.4 0.0
O -2.317 -5.016 -8.155 0.5 0.2 -0.1
C -0.099 -6.436 -8.072 0.3 -0.5 -0.1
H 1.229 -7.487 -6.706 0.0 0.2 -0.1
H 1.746 -5.844 -7.121 -0.1 -0.1 0.0
H -0.634 -6.625 -5.368 0.1 0.1 -0.1
H 0.776 -5.686 -4.868 -0.1 0.0 -0.1
H -1.545 -4.477 -5.670 0.1 0.1 -0.3
H 0.041 -3.745 -6.061 -0.2 0.0 -0.2
H 0.392 -6.525 -9.043 -0.2 0.1 0.0
H -0.869 -7.206 -7.967 0.0 0.2 -0.1
```
Positions in Å, forces in eV/Å.

LUMO energy: -4.50 eV
Charge: +1
Spin multiplicity: 1
Frontier orbital gap: 6.68 eV



Q: Number 1 is which compound?
A: C37H75O30



Q: Among the records above, which one has the lowest charge?
A: C37H75O30



Q: Which of these has the highest LUMO energy?
A: C37H75O30



Q: Which value of spin multiplicity does entry 2 give?
A: 1